Molecular formula: C4H10N2OP
Method: DFT, wB97M-V/def2-TZVPD

Structure (XYZ):
```
18
Properties=species:S:1:pos:R:3
C -0.848 1.089 1.637
C -1.672 1.097 0.288
C 0.250 -0.022 1.589
C -0.777 1.042 -0.975
N 0.695 -0.677 0.488
N -1.581 -3.426 0.233
O 1.540 -1.637 0.638
P 0.333 -0.456 -1.124
H -0.273 2.000 1.724
H -1.518 1.107 2.509
H -2.409 0.296 0.366
H -2.282 1.986 0.186
H 0.807 -0.191 2.416
H -0.975 -2.693 0.652
H -1.357 1.293 -1.894
H -0.130 1.950 -1.074
H -1.857 -3.213 -0.714
H -0.908 -4.130 0.036
```

Properties
HOMO energy   -1.917 eV
Spin multiplicity   1
Relative energy (zero: lowest compared OMol25 entry of this formula, charge and spin)   2.367 eV
HOMO-LUMO gap   5.94 eV
Total charge   -1

Atom charges from the Mulliken analysis, given in e for atoms 1 to 8: -0.508, -0.696, -0.636, -0.727, 0.552, -0.827, -0.762, -0.382